{
  "formula": "C2H4O3",
  "method": "ωB97M-V/def2-TZVPD",
  "symbols": ["O", "C", "O", "C", "O", "H", "H", "H", "H"],
  "coordinates": [[-1.72907, -0.55022, -0.03407], [-0.60410, -0.12260, -0.03397], [-0.40665, 1.11848, 0.09818], [0.80512, -0.85337, 0.06484], [1.76116, 0.23153, -0.12887], [-1.34442, 1.49128, -0.28029], [1.03415, -1.46447, 0.98844], [0.82912, -1.55218, -0.69095], [1.27160, 0.98297, 0.31565]],
  "forces_ev_per_angstrom": [[-0.022, -1.174, -0.884], [0.524, -4.451, 1.982], [-3.386, 5.755, -1.931], [-0.219, 2.363, 1.507], [-1.019, -0.725, 1.043], [2.975, -0.599, 1.775], [-0.783, 1.063, -0.500], [0.375, -1.293, -2.107], [1.554, -0.940, -0.885]],
  "e_above_lowest_ev": 1.449,
  "homo_lumo_gap_ev": 10.87,
  "homo_energy_ha": -0.3832,
  "energy_ev": -8280.110
}



{
  "formula": "C23H30CrN4OSbSe",
  "method": "ωB97M-V/def2-TZVPD",
  "symbols": ["Cr", "Se", "N", "C", "C", "C", "C", "C", "N", "C", "C", "N", "C", "C", "C", "C", "C", "N", "H", "H", "H", "H", "H", "H", "C", "C", "O", "H", "H", "H", "C", "C", "C", "Sb", "C", "C", "C", "C", "C", "C", "H", "H", "H", "H", "H", "H", "H", "H", "H", "H", "H", "H", "H", "H", "H", "H", "H", "H", "H", "H", "H"],
  "coordinates": [[0.28983, 0.12510, 2.31899], [5.99976, -1.60499, -2.59888], [5.50371, -0.19755, -1.67233], [4.50516, -0.51223, -0.93518], [3.70526, 0.47736, -0.24558], [3.97020, 1.82615, -0.30516], [3.41170, 2.67134, 0.61545], [2.41104, 2.21114, 1.45190], [2.06148, 0.91959, 1.39005], [2.66560, 0.07177, 0.56685], [2.34629, -1.37050, 0.66573], [1.34271, -1.65775, 1.48309], [0.84512, -2.94632, 1.46879], [1.39784, -3.92379, 0.70464], [2.44982, -3.62846, -0.18456], [3.00993, -2.36426, -0.11616], [4.08037, -1.90597, -0.95821], [4.81814, -2.63857, -1.77717], [4.78355, 2.23561, -0.88263], [3.77550, 3.66998, 0.71017], [1.77732, 2.76668, 2.10669], [-0.04230, -3.09558, 2.13469], [1.06108, -4.96392, 0.68000], [2.88967, -4.40803, -0.88477], [-0.32711, 2.09561, 4.97790], [-0.24152, 1.04784, 3.95278], [-0.81814, -0.10239, 4.04744], [0.66539, 2.53566, 5.07852], [-0.71605, 1.74276, 6.00192], [-1.01325, 2.79754, 4.62189], [0.27989, 1.68967, -1.76292], [-0.96522, 1.95563, -0.95098], [-2.06475, 2.62627, -1.89256], [-1.52128, 0.10616, 0.05757], [-1.03722, -1.46181, -1.27791], [-0.85143, -1.28314, -2.79791], [-2.03191, -2.56025, -1.09403], [-3.76435, 0.11341, 0.26294], [-4.48526, 0.02867, -1.11369], [-4.15515, 1.29901, 1.18231], [0.75855, 2.64910, -2.08879], [0.05498, 1.24069, -2.74281], [0.94853, 1.03197, -1.17331], [-0.68612, 2.65632, -0.11401], [-2.14009, 1.97182, -2.75376], [-1.76956, 3.59522, -2.18449], [-2.98794, 2.80028, -1.35067], [-0.14490, -1.80786, -0.76437], [-1.65672, -0.62138, -3.16535], [-0.97695, -2.26982, -3.28527], [0.10294, -0.84111, -3.14469], [-2.73482, -2.65721, -1.99336], [-2.59693, -2.49274, -0.15218], [-1.53681, -3.56339, -1.00607], [-3.86910, -0.79284, 0.86033], [-4.41596, 0.98417, -1.65421], [-5.52704, -0.24963, -0.84430], [-4.00101, -0.73956, -1.66465], [-3.94598, 2.26822, 0.66428], [-3.65194, 1.15770, 2.14203], [-5.23454, 1.29263, 1.38599]],
  "forces_ev_per_angstrom": [[0.481, -0.569, -0.221], [0.109, -0.490, 0.423], [0.763, 1.125, -0.821], [-1.477, -0.755, 0.060], [0.141, -0.019, -0.102], [1.237, 0.694, 0.607], [-0.587, 0.487, 0.331], [-0.192, -1.465, -0.812], [-1.535, 0.198, 0.423], [1.304, -0.988, 0.428], [0.046, -0.133, 0.004], [-1.294, -1.579, -0.338], [-0.410, 1.816, 1.546], [0.691, -1.328, -1.565], [0.598, -0.808, 0.286], [-1.178, 0.664, -0.260], [2.154, 0.477, -1.175], [-1.105, -0.419, 0.439], [0.054, -0.316, -0.430], [-0.049, 0.594, -0.120], [0.215, 0.688, 0.439], [1.021, -0.052, -0.668], [-0.347, 0.543, 0.313], [-0.648, 1.130, 1.083], [0.457, -1.797, 2.365], [-1.217, -2.217, 0.314], [1.241, 2.335, -0.379], [-0.166, 0.256, 0.073], [0.640, 0.312, -1.527], [-0.999, 1.492, -0.653], [0.589, 0.439, -0.630], [-1.075, 1.314, -0.288], [0.911, -1.517, 1.886], [-0.896, 1.302, 0.558], [0.590, -0.166, -0.832], [0.105, 0.460, -0.233], [-1.431, -2.151, -0.204], [1.014, 0.654, -0.258], [-0.207, 0.590, 2.145], [-0.079, -0.155, -1.070], [0.000, -0.653, 0.738], [-0.044, -0.288, 0.559], [0.189, 0.471, -0.665], [-0.439, -0.616, -0.664], [-0.553, 0.091, -0.189], [0.763, 1.126, -0.599], [-0.353, -0.440, -0.160], [0.541, 0.003, -0.418], [0.267, -0.354, -0.060], [0.171, 0.501, 0.164], [-0.440, -0.312, 0.430], [0.692, 0.284, 1.491], [-0.227, 0.012, -0.375], [-0.209, 0.744, -0.327], [-0.306, -0.191, -0.282], [-0.252, -0.387, 0.199], [0.413, 0.264, -0.777], [0.005, -0.701, -0.787], [0.082, -0.623, 0.781], [0.092, 0.541, -0.090], [0.140, -0.114, -0.104]],
  "total_charge": 1,
  "multiplicity": 5,
  "e_above_lowest_ev": 0.042,
  "homo_lumo_gap_ev": [6.57, 7.54],
  "homo_energy_ha": [-0.3735, -0.4118],
  "energy_ev": -132643.602
}